Record 1
# C23H48F12N2O3P3

A 5-piece molecular cluster, C23H48F12N2O3P3 overall in a non-equilibrium geometry (wB97M-V/def2-TZVPD, the OMol25 dataset).

ORCA input file:
```
! RIJCOSX wB97M-V def2-TZVPD def2/J DEFGRID3
* xyz -1 1
P 1.463 -3.531 0.895
P -4.423 -1.359 8.823
P -6.000 13.415 3.636
F -4.890 14.465 2.972
F -3.295 -0.246 9.228
F -4.974 -0.427 7.644
F -6.841 14.595 4.236
F -5.190 12.174 2.912
F -4.057 -2.246 10.097
F -6.943 13.470 2.340
F -5.099 13.191 4.973
F -7.053 12.220 4.162
F -3.257 -2.008 7.844
F -5.500 -0.618 9.752
F -5.491 -2.494 8.342
O -3.575 3.412 3.335
O -5.567 4.182 2.662
O -4.034 5.469 2.255
N -0.320 2.996 -7.104
N 0.998 2.390 -8.886
C 2.552 -3.116 3.598
C 2.943 -5.116 -0.888
C -3.616 -2.762 -0.548
C 1.533 1.654 -10.058
C 0.837 3.696 -7.011
C -2.667 -2.757 0.626
C 4.177 -7.028 -1.962
C 3.959 -2.965 4.227
C 1.685 3.332 -8.053
C -1.274 -3.194 0.288
C 2.948 0.345 -0.053
C 3.315 1.648 0.702
C -4.381 4.414 2.821
C 1.906 -1.928 -0.040
C 2.812 -6.206 -2.068
C -1.179 2.963 -4.734
C 4.648 -1.617 3.803
C -0.252 -3.258 1.475
C -0.167 2.099 -8.129
C -1.491 3.141 -6.211
C 2.038 -0.602 0.696
C 2.623 -3.931 2.246
C 1.517 -4.854 -0.345
H 1.043 -0.180 0.839
H 3.989 2.286 0.131
H 0.844 1.833 -10.883
H -0.869 -2.565 -0.504
H 1.979 -2.190 3.549
H 2.497 -4.969 2.552
H 5.106 -6.508 -2.198
H 3.385 -4.327 -1.496
H 5.572 -1.517 4.372
H 4.801 -1.496 2.730
H -2.023 2.741 -4.081
H 3.831 -0.193 -0.395
H -2.141 2.313 -6.492
H 3.951 -0.836 4.105
H 2.863 -2.125 -0.522
H -2.097 4.029 -6.388
H 3.812 1.322 1.616
H -3.529 -3.651 -1.173
H -1.218 -4.190 -0.151
H 2.398 2.147 1.015
H 2.572 0.749 -0.992
H 3.631 -3.937 1.833
H 1.990 -3.701 4.326
H 2.560 3.875 -8.380
H -0.575 -3.970 2.234
H -0.627 2.026 -4.658
H -0.920 1.434 -8.526
H -2.758 -1.766 1.070
H 4.334 -7.377 -0.941
H 0.879 -4.500 -1.154
H 1.055 -5.746 0.079
H 1.500 0.605 -9.767
H 4.601 -3.805 3.960
H -3.478 -1.892 -1.190
H 0.949 4.346 -6.156
H -0.654 3.762 -4.212
H 2.659 -5.757 -3.049
H -4.596 -2.659 -0.083
H -4.185 2.845 3.812
H 2.506 1.998 -10.410
H 1.259 -2.015 -0.913
H 2.277 -0.663 1.758
H 4.271 -7.921 -2.580
H 1.976 -6.853 -1.799
H -3.113 -3.288 1.468
H -0.259 -2.247 1.881
H 3.967 -3.028 5.316
H 3.561 -5.444 -0.052
*
```

The calculation puts the maximum force at 0.102 Eh/bohr. The calculation puts the HOMO-LUMO gap at 0.0150 hartree. The calculation puts the LUMO energy at -1.9 eV. The HOMO energy comes out at -2.35 eV.

Record 2
# C23H48F6N7O17Tl

C23H48F6N7O17Tl as an isolated structure in a non-equilibrium geometry (wB97M-V/def2-TZVPD, the OMol25 dataset).

ORCA input file:
```
! RIJCOSX wB97M-V def2-TZVPD def2/J DEFGRID3
* xyz 0 1
Tl -12.544 7.834 -20.490
F -7.825 5.923 -17.590
F -8.965 4.493 -18.707
F -7.057 5.082 -19.418
F -15.800 3.286 -18.641
F -14.772 3.840 -20.458
F -16.803 4.306 -20.212
O -16.231 11.356 -21.005
O -12.721 12.068 -18.497
O -15.047 9.624 -21.121
O -9.972 10.950 -17.497
O -12.229 10.932 -20.259
O -15.290 6.799 -19.827
O -11.389 9.274 -17.574
O -11.127 3.031 -21.629
O -9.241 6.239 -20.882
O -8.410 10.734 -21.062
O -12.065 4.656 -20.476
O -10.149 9.499 -21.556
O -11.981 7.176 -23.366
O -14.060 8.891 -17.933
O -15.487 10.520 -18.309
O -9.834 7.503 -19.179
O -14.015 5.856 -18.363
N -12.159 11.910 -19.530
N -13.318 7.462 -23.979
N -11.554 3.519 -20.589
N -10.389 9.896 -17.104
N -15.125 9.499 -17.723
N -16.110 10.125 -21.155
N -8.992 9.825 -21.732
C -15.292 5.688 -18.920
C -8.251 9.131 -22.819
C -12.346 5.608 -16.586
C -13.040 9.959 -23.953
C -15.975 9.042 -16.597
C -15.718 7.936 -25.711
C -15.659 4.258 -19.513
C -14.023 6.330 -24.546
C -8.766 6.722 -19.661
C -13.775 5.418 -16.992
C -15.448 6.705 -24.920
C -13.363 8.735 -24.749
C -9.085 5.565 -23.152
C -17.284 9.205 -21.166
C -11.330 13.017 -20.070
C -14.148 5.227 -23.492
C -8.302 5.665 -21.839
C -14.892 9.033 -25.098
C -11.559 2.661 -19.357
C -8.144 5.572 -18.848
C -9.687 9.171 -16.073
C -13.336 5.717 -25.774
C -12.388 8.863 -25.991
H -11.824 13.985 -19.988
H -7.265 9.568 -22.664
H -15.441 9.100 -15.649
H -11.994 9.977 -23.646
H -11.781 5.489 -17.511
H -16.736 9.792 -16.379
H -10.103 5.186 -23.055
H -11.958 4.998 -15.770
H -12.255 5.787 -25.656
H -12.243 1.874 -19.674
H -16.397 8.087 -16.911
H -8.644 9.381 -23.805
H -13.610 4.669 -25.897
H -17.921 9.603 -21.956
H -15.920 5.985 -25.589
H -11.380 8.645 -25.635
H -7.340 6.163 -21.962
H -10.288 8.581 -15.382
H -11.935 3.177 -18.474
H -12.233 6.625 -16.211
H -12.263 9.898 -26.309
H -16.696 8.400 -25.847
H -16.175 6.615 -24.113
H -14.569 5.542 -22.537
H -13.181 4.742 -23.357
H -16.019 5.750 -18.109
H -11.262 13.025 -21.158
H -17.702 9.145 -20.161
H -8.975 8.615 -16.683
H -12.546 8.172 -26.819
H -14.939 4.518 -23.737
H -8.592 4.907 -23.867
H -13.082 10.899 -24.503
H -8.179 4.629 -21.524
H -16.997 8.238 -21.578
H -7.974 7.454 -19.823
H -13.848 4.350 -16.787
H -9.179 9.693 -15.262
H -14.875 9.872 -25.793
H -13.696 9.988 -23.083
H -15.420 7.757 -26.744
H -13.685 6.209 -26.681
H -15.476 9.406 -24.256
H -10.356 12.950 -19.586
H -10.576 2.243 -19.140
H -9.149 6.576 -23.555
H -8.239 8.053 -22.658
H -14.411 5.913 -16.259
*
```

The calculation puts the maximum force at 0.141 Eh/bohr. The calculation puts the HOMO-LUMO gap at 0.1195 hartree. The calculation puts the LUMO energy at -4.3 eV. The HOMO energy comes out at -7.52 eV.

Record 3
# C23H48InO10S6

C23H48InO10S6 as an isolated structure (wB97M-V/def2-TZVPD, the OMol25 dataset).

ORCA input file:
```
! RIJCOSX wB97M-V def2-TZVPD def2/J DEFGRID3
* xyz -1 1
In -0.917 2.420 -0.238
S -5.017 -0.672 2.382
S 4.255 -2.412 0.212
S 8.654 0.091 0.952
S -6.142 -0.153 -3.386
S -4.865 4.759 -0.128
S -1.436 -0.055 -0.381
O -7.408 0.338 -3.878
O -3.892 5.511 -0.878
O 7.853 0.907 1.822
O 2.856 -2.177 -0.003
O 4.824 -2.313 1.536
O -5.151 0.765 -2.899
O -6.085 -1.623 2.162
O 8.240 -0.142 -0.409
O -4.916 4.870 1.309
O -4.867 0.446 1.492
C 5.257 -1.452 -0.916
C 10.987 -0.048 2.139
C 10.513 -1.504 2.015
C -6.509 5.152 -0.777
C -5.359 -2.619 -4.025
C -3.457 -1.531 2.575
C -6.339 2.689 -0.668
C -2.783 -0.821 3.741
C -5.104 -0.041 4.071
C -3.875 -0.598 4.798
C 4.695 -4.032 -0.457
C -6.453 -1.442 -2.182
C -7.023 3.846 -1.410
C -4.863 3.044 -0.597
C -6.513 -2.718 -3.016
C -5.406 -1.215 -4.641
C 6.335 -2.428 -1.369
C 8.998 -1.473 1.780
C 1.139 2.709 0.538
C 10.339 0.703 0.981
C 3.206 1.491 -0.259
C 5.617 -3.757 -1.650
C 2.206 2.372 -0.429
H -5.080 1.044 3.994
H -1.954 -1.408 4.133
H 6.866 -2.059 -2.244
H 12.073 0.029 2.104
H -5.610 -1.443 -1.491
H -6.745 2.590 0.342
H -4.410 -2.758 -3.505
H -6.426 -3.602 -2.386
H 10.650 0.375 3.087
H -1.171 3.070 -1.853
H 4.611 -1.141 -1.737
H 5.203 -4.575 0.337
H -5.428 -3.385 -4.796
H -6.050 -1.164 -5.517
H 3.331 0.970 0.690
H 5.636 -0.581 -0.389
H -4.127 -1.550 5.270
H -7.467 -2.772 -3.543
H -6.047 -0.364 4.505
H -3.698 -2.568 2.809
H -2.062 3.057 0.939
H 6.322 -4.576 -1.793
H -4.297 2.493 0.153
H 7.066 -2.560 -0.570
H -6.741 3.807 -2.464
H 10.304 1.782 1.105
H -6.409 5.972 -1.483
H -2.382 0.134 3.395
H 8.430 -1.462 2.707
H -2.878 -1.464 1.653
H 3.905 1.251 -1.053
H -6.438 1.735 -1.172
H 1.237 2.063 1.422
H 10.755 -2.084 2.904
H -7.371 -1.204 -1.652
H 11.010 -1.978 1.167
H 3.775 -4.542 -0.726
H -4.423 -0.815 -4.875
H -4.376 2.961 -1.568
H -3.546 0.082 5.583
H 1.210 3.748 0.885
H 2.154 2.874 -1.399
H 10.794 0.448 0.025
H -8.110 3.783 -1.358
H 8.643 -2.280 1.144
H -0.238 -0.614 -0.195
H 5.027 -3.667 -2.564
H -7.117 5.461 0.071
*
```

The calculation puts the maximum force at 0.011 Eh/bohr. The calculation puts the HOMO-LUMO gap at 0.2204 hartree. The calculation puts the LUMO energy at 1.6 eV. The HOMO energy comes out at -4.35 eV.

Record 4
# C23H48N2O5

C23H48N2O5 in the gas phase in a non-equilibrium geometry (wB97M-V/def2-TZVPD, the OMol25 dataset).

ORCA input file:
```
! RIJCOSX wB97M-V def2-TZVPD def2/J DEFGRID3
* xyz 0 1
O 0.954 2.228 -4.009
O 1.358 3.271 3.226
O -1.602 2.270 1.398
O -0.327 -0.317 2.872
O -3.407 1.678 0.199
N -2.228 3.164 -2.345
N -3.217 0.904 2.417
C -0.622 2.069 2.406
C 0.277 -1.502 2.392
C 1.648 -4.024 -1.641
C 0.235 0.824 2.251
C 0.475 2.016 -1.665
C 0.772 -2.944 -1.010
C 3.878 -2.889 -1.315
C 3.961 -1.881 -0.475
C -4.382 -1.112 1.439
C -2.510 1.228 1.209
C 4.028 -2.086 1.031
C -1.330 2.573 -3.348
C -3.090 1.214 -1.107
C 0.113 2.725 -2.959
C 3.961 -0.454 -0.924
C -0.504 -2.683 -1.838
C 2.607 3.208 2.563
C -4.487 0.201 2.215
C 0.438 -3.199 0.464
C -0.269 -1.944 1.045
C 0.294 3.299 2.296
C 3.077 -4.134 -1.075
C -3.415 2.335 -2.110
H -0.159 -1.138 0.322
H 4.451 -2.854 -2.237
H -0.248 2.182 -0.870
H 4.923 0.017 -0.700
H 4.745 -2.874 1.227
H 0.362 0.656 1.173
H 3.055 -2.417 1.388
H 0.044 -2.283 3.116
H 3.193 0.086 -0.372
H 3.752 -0.362 -1.984
H -3.695 -1.085 0.600
H 1.761 -3.768 -2.697
H 1.315 -3.475 1.041
H 1.417 2.433 -1.306
H -1.547 2.979 -4.338
H -4.232 2.913 -1.692
H -0.279 -4.020 0.519
H -0.320 4.187 2.451
H 2.638 2.360 1.876
H -3.705 0.339 -1.332
H -4.123 -1.957 2.071
H 3.069 -4.366 -0.010
H -0.729 -1.624 -1.740
H 3.396 3.081 3.295
H 1.238 0.950 2.661
H -2.032 1.003 -1.230
H 1.367 -1.405 2.357
H 4.300 -1.153 1.512
H -2.572 4.053 -2.686
H 1.150 -4.993 -1.609
H -1.579 1.513 -3.399
H -2.056 0.316 0.821
H -0.304 -2.897 -2.882
H 1.819 2.632 -3.862
H -3.466 1.787 2.859
H -3.734 1.827 -3.030
H 0.641 0.952 -1.825
H -5.268 0.808 1.758
H 0.638 3.339 1.260
H 3.536 -4.983 -1.584
H 2.804 4.109 1.977
H -4.850 -0.060 3.207
H 1.332 -2.009 -1.021
H -1.327 -2.171 1.147
H -1.027 2.091 3.420
H -1.365 -3.221 -1.446
H 0.349 3.785 -2.826
H -5.361 -1.322 1.017
*
```

The calculation puts the maximum force at 0.029 Eh/bohr. The calculation puts the HOMO-LUMO gap at 0.3250 hartree. The calculation puts the LUMO energy at 0.6 eV. The SMILES is CCN[C@@H](OCCNC[C@@H](C)O)O[C@H](COC)COCCC[C@H](C)CCC=C(C)C. The HOMO energy comes out at -8.21 eV.

Record 5
# C23H48N3OSTi

C23H48N3OSTi as an isolated structure (wB97M-V/def2-TZVPD, the OMol25 dataset).

ORCA input file:
```
! RIJCOSX wB97M-V def2-TZVPD def2/J DEFGRID3
* xyz 2 2
Ti -0.226 0.420 0.016
S -1.574 -2.794 0.479
O -1.157 -1.491 -0.213
N -0.109 -0.245 2.128
N 0.882 -0.432 -1.727
N 1.981 0.661 0.583
C 0.820 3.540 2.117
C -1.961 1.415 -1.106
C 1.170 -0.974 2.263
C 0.956 2.685 -3.311
C -1.267 4.767 1.565
C -0.693 3.379 1.909
C -3.261 0.396 2.229
C -4.332 0.499 0.023
C -0.834 2.086 -1.609
C -0.216 2.684 -0.497
C -1.002 2.494 0.683
C -2.127 1.684 0.288
C -3.437 1.286 0.994
C -4.230 2.558 1.342
C -1.334 3.623 -3.412
C 2.859 0.264 -0.547
C 2.288 -0.028 1.869
C -0.994 1.239 -4.003
C -3.212 -3.147 -0.114
C 2.225 -0.884 -1.299
C -0.519 2.356 -3.071
C -0.676 -4.063 -0.388
C -1.255 2.951 3.267
H 2.400 0.732 2.643
H -4.652 1.110 -0.821
H -3.892 -2.438 0.353
H -0.865 -3.979 -1.458
H -5.228 2.280 1.683
H -1.047 4.457 -2.771
H -5.230 0.176 0.550
H -2.326 2.793 3.274
H -1.008 -5.032 -0.014
H -2.640 0.828 -1.701
H -4.343 3.188 0.459
H -0.459 0.295 -3.875
H -2.402 3.445 -3.288
H 0.990 0.254 -2.468
H 0.996 4.238 2.935
H 2.952 1.127 -1.209
H 2.843 -1.190 -2.144
H -1.047 3.745 3.986
H 0.672 3.293 -0.549
H -3.830 -0.387 -0.370
H -3.777 3.160 2.124
H 2.107 -1.754 -0.648
H -0.887 -0.830 2.418
H -2.576 0.798 2.971
H 3.239 -0.557 1.805
H -2.916 -0.600 1.934
H 2.115 1.655 0.735
H -4.225 0.262 2.723
H -0.848 1.543 -5.039
H 1.270 3.559 -2.738
H 3.861 0.009 -0.197
H -0.115 0.546 2.768
H 1.138 -1.845 1.603
H -2.058 1.038 -3.875
H 1.341 3.943 1.248
H -1.047 5.473 2.367
H -3.469 -4.158 0.203
H 1.286 2.597 2.417
H 1.325 -1.341 3.279
H -1.154 3.911 -4.448
H -2.347 4.732 1.430
H -3.237 -3.055 -1.199
H 0.348 -1.197 -2.127
H 1.113 2.917 -4.364
H 1.648 1.872 -3.066
H 0.381 -3.939 -0.161
H -0.827 5.152 0.645
H -0.772 2.060 3.677
*
```

The calculation puts the maximum force at 0.010 Eh/bohr. The calculation puts the HOMO-LUMO gap (alpha / beta) at 0.3192 / 0.3412 hartree. The calculation puts the LUMO energy (alpha / beta) at -5.5 / -5.1 eV. The HOMO energy (alpha / beta) comes out at -14.17 / -14.40 eV.